DFT (the ωB97M-V functional and the def2-TZVPD basis) results for a structure of composition C34H56N2O4P3Sr.

Last column: Mulliken charge in e.
Atoms and positions in Å:
C: -1.601 -1.313 -2.336  -1.057
C: 0.690 -1.731 -2.158  -0.335
C: -1.751 -2.262 -3.342  -0.745
C: 0.550 -2.828 -3.041  -1.138
C: -0.661 -3.078 -3.660  -1.211
H: -2.709 -2.336 -3.856  0.472
H: 1.435 -3.412 -3.279  0.487
H: -0.765 -3.883 -4.382  0.433
N: -0.453 -1.142 -1.651  1.505
P: -2.950 0.039 -0.261  1.124
P: 3.052 -0.378 -0.845  1.743
C: -2.722 -0.301 -2.059  -0.222
H: -2.429 0.642 -2.554  0.212
H: -3.658 -0.611 -2.548  0.731
C: 0.430 2.832 1.766  0.274
O: 0.825 3.909 1.813  -0.163
C: 2.046 -1.284 -1.949  -1.269
H: 2.734 -2.044 -2.363  0.647
C: 4.427 0.194 -2.017  1.834
C: 3.663 -1.176 0.832  2.224
C: -3.767 1.756 -0.320  1.592
C: -4.090 -1.395 0.222  2.020
C: 4.605 1.698 -1.741  -1.522
H: 4.889 1.894 -0.699  0.285
H: 5.403 2.080 -2.392  0.497
H: 3.690 2.261 -1.959  0.192
C: 5.740 -0.575 -1.810  -1.785
H: 6.174 -0.453 -0.812  0.280
H: 5.612 -1.645 -2.025  0.340
H: 6.470 -0.182 -2.534  0.502
C: 4.033 -0.010 -3.486  -1.741
H: 4.837 0.381 -4.122  0.625
H: 3.900 -1.066 -3.738  0.267
H: 3.119 0.520 -3.750  0.295
C: 4.662 -0.200 1.479  -1.697
H: 4.202 0.782 1.663  0.231
H: 4.980 -0.612 2.447  0.506
H: 5.566 -0.041 0.878  0.278
C: 2.477 -1.376 1.792  -2.043
H: 2.061 -0.416 2.151  -0.191
H: 1.697 -2.040 1.378  0.284
H: 2.847 -1.881 2.696  0.737
C: 4.297 -2.537 0.532  -1.814
H: 5.179 -2.467 -0.116  0.321
H: 4.622 -2.986 1.482  0.543
H: 3.576 -3.220 0.064  0.295
C: -4.797 -1.051 1.543  -1.926
H: -5.377 -1.933 1.856  0.540
H: -4.080 -0.828 2.349  0.280
H: -5.504 -0.216 1.438  0.260
C: -3.191 -2.629 0.439  -1.649
H: -2.610 -2.880 -0.458  0.218
H: -2.502 -2.508 1.290  0.162
H: -3.842 -3.487 0.667  0.539
C: -5.123 -1.726 -0.863  -1.848
H: -5.811 -2.479 -0.451  0.554
H: -5.725 -0.860 -1.163  0.264
H: -4.660 -2.167 -1.754  0.363
C: -2.868 2.722 -1.116  -2.015
H: -2.867 2.505 -2.192  0.426
H: -3.262 3.741 -0.992  0.586
H: -1.826 2.722 -0.759  0.270
C: -3.897 2.273 1.121  -1.631
H: -2.916 2.374 1.608  0.152
H: -4.362 3.268 1.088  0.529
H: -4.524 1.629 1.749  0.312
C: -5.142 1.647 -0.983  -1.941
H: -5.090 1.222 -1.994  0.299
H: -5.856 1.069 -0.382  0.316
H: -5.551 2.664 -1.078  0.540
Sr: -0.087 -0.034 0.726  1.454
N: 1.268 1.267 -0.814  -1.670
C: 1.371 0.928 -1.994  0.610
C: 1.002 1.498 -3.282  0.670
C: 0.844 2.889 -3.272  -0.625
C: 0.807 0.790 -4.487  0.590
C: 0.590 3.589 -4.449  -0.865
H: 0.935 3.412 -2.321  0.444
C: 0.544 1.500 -5.666  -1.031
H: 0.871 -0.297 -4.484  0.499
C: 0.461 2.895 -5.658  -0.576
H: 0.490 4.673 -4.423  0.426
H: 0.396 0.944 -6.599  0.433
H: 0.289 3.436 -6.588  0.422
C: -2.822 -0.143 5.423  -0.821
O: -2.473 -0.703 4.146  -0.231
P: -0.941 -0.830 3.525  0.228
O: -0.013 -0.836 4.907  -0.430
C: 0.441 0.399 5.512  -0.732
O: -0.892 -2.463 3.162  0.034
C: -1.052 -3.490 4.150  -0.787
H: -3.911 -0.242 5.500  0.258
H: -2.555 0.923 5.502  0.350
H: -2.367 -0.706 6.252  0.318
H: 0.596 1.215 4.786  0.241
H: -0.274 0.737 6.276  0.298
H: 1.404 0.181 5.994  0.274
H: -0.520 -4.360 3.758  0.250
H: -0.620 -3.219 5.118  0.269
H: -2.111 -3.743 4.266  0.259

Cartesian forces (eV/Å) of the 2 atoms listed first:
-0.44 -0.08 -0.43
0.06 -0.12 0.83

Results
E	-2794.1323	a.u.
ΔE to the lowest compared entry with this formula, charge and spin	84.8	kcal/mol
multiplicity	1
total charge	+1
lowest unoccupied orbital energy (alpha / beta)	-2.579 / -2.579	eV
HOMO (alpha / beta)	-0.2872 / -0.2870	Ha